Record 1
{"formula": "H24O12", "method": "wB97M-V/def2-TZVPD", "elements": ["O", "H", "H", "O", "H", "H", "O", "H", "H", "O", "H", "H", "O", "H", "H", "O", "H", "H", "O", "H", "H", "O", "H", "H", "O", "H", "H", "O", "H", "H", "O", "H", "H", "O", "H", "H"], "coordinates": [[1.261, -0.700, 3.049], [1.136, 0.170, 2.650], [1.680, -0.517, 3.897], [-2.649, -0.521, -1.764], [-2.444, -0.899, -2.624], [-1.798, -0.513, -1.291], [-0.772, -2.586, 1.377], [-0.475, -1.753, 0.975], [-1.234, -2.315, 2.177], [-0.296, 2.181, 3.590], [-0.217, 1.867, 2.681], [-1.245, 2.178, 3.757], [-1.449, 3.149, 0.663], [-1.473, 4.101, 0.516], [-1.396, 2.775, -0.226], [-0.220, -0.162, -0.250], [-0.227, 0.605, 0.339], [0.657, -0.120, -0.680], [0.303, -2.068, -2.586], [0.203, -2.364, -1.664], [0.260, -2.874, -3.113], [-3.371, 0.722, 1.554], [-2.689, 0.831, 0.885], [-4.069, 0.232, 1.104], [1.294, 0.023, -4.251], [0.950, -0.646, -3.632], [0.584, 0.251, -4.858], [1.826, -2.683, -0.188], [2.200, -1.802, -0.326], [1.613, -2.722, 0.755], [2.350, -0.091, -1.492], [2.850, 0.582, -1.968], [2.125, -0.742, -2.173], [1.311, 1.855, 1.112], [1.915, 2.278, 1.738], [1.508, 2.276, 0.269]], "mulliken_charge": [-0.59, 0.30, 0.26, -0.65, 0.29, 0.37, -0.63, 0.31, 0.32, -0.64, 0.34, 0.33, -0.55, 0.26, 0.31, -0.07, 0.09, 0.22, -0.60, 0.29, 0.25, -0.62, 0.29, 0.31, -0.63, 0.37, 0.30, -0.65, 0.35, 0.32, -0.71, 0.28, 0.27, -0.53, 0.27, 0.19], "relative_energy_kcal_mol": 28.37, "molar_mass_g_mol": 216.18, "gap_ha": 0.385, "charge": 0}



Record 2
{"formula": "C21H35AsF6NO7ReS2Sb", "method": "wB97M-V/def2-TZVPD", "elements": ["Re", "C", "C", "C", "O", "C", "O", "O", "H", "H", "H", "H", "H", "H", "H", "F", "C", "F", "F", "S", "O", "O", "N", "S", "O", "O", "C", "F", "F", "F", "C", "As", "C", "C", "C", "C", "C", "C", "C", "C", "H", "H", "H", "H", "H", "H", "H", "H", "H", "H", "H", "H", "H", "C", "C", "Sb", "C", "C", "C", "C", "H", "H", "H", "H", "H", "H", "H", "H", "H", "H", "H", "H", "H", "H", "H"], "coordinates": [[0.882, 0.016, 0.363], [-3.084, 0.575, 0.319], [-2.568, 0.286, -1.087], [-3.710, 0.251, -2.093], [-1.593, 1.263, -1.455], [-1.840, -1.051, -1.042], [-2.258, -2.061, -1.573], [-0.669, -1.102, -0.428], [-3.654, 1.503, 0.319], [-2.267, 0.653, 1.039], [-3.745, -0.226, 0.645], [-4.234, 1.206, -2.067], [-4.414, -0.542, -1.864], [-3.336, 0.080, -3.103], [-1.723, 1.490, -2.384], [3.521, -4.003, 2.284], [2.892, -3.889, 1.144], [1.847, -4.719, 1.133], [3.700, -4.171, 0.137], [2.253, -2.139, 0.970], [1.043, -2.105, 1.772], [1.847, -2.027, -0.542], [3.595, -1.493, 1.348], [3.874, 0.071, 1.435], [5.198, 0.426, 1.122], [2.804, 0.811, 0.707], [3.587, 0.425, 3.235], [4.419, -0.294, 3.950], [3.785, 1.714, 3.456], [2.329, 0.110, 3.533], [1.727, 3.499, 1.425], [0.204, 2.324, 1.240], [-0.454, 2.145, 3.056], [-1.093, 3.505, 0.370], [-1.158, 4.835, 1.065], [-1.999, 5.018, 2.163], [-2.060, 6.245, 2.804], [-1.286, 7.305, 2.351], [-0.459, 7.138, 1.249], [-0.396, 5.911, 0.609], [1.387, 4.382, 1.969], [2.077, 3.796, 0.438], [2.533, 3.017, 1.962], [-0.403, 3.127, 3.532], [0.144, 1.431, 3.614], [-1.492, 1.813, 3.039], [-2.052, 2.993, 0.386], [-0.787, 3.595, -0.673], [-2.624, 4.204, 2.509], [-2.722, 6.378, 3.648], [-1.340, 8.264, 2.846], [0.128, 7.966, 0.881], [0.240, 5.793, -0.259], [2.766, -4.217, -2.976], [1.601, -4.689, -2.118], [0.246, -3.189, -1.445], [-1.034, -4.241, -0.107], [-1.869, -5.189, -0.969], [0.149, -2.041, -3.227], [-0.641, -2.783, -4.303], [3.439, -5.050, -3.172], [3.346, -3.434, -2.488], [2.432, -3.847, -3.945], [1.910, -5.304, -1.281], [0.922, -5.315, -2.708], [-1.629, -3.496, 0.417], [-0.383, -4.766, 0.588], [-2.461, -4.653, -1.707], [-2.568, -5.717, -0.320], [-1.260, -5.947, -1.459], [1.201, -1.927, -3.503], [-0.260, -1.059, -2.999], [-0.232, -3.773, -4.501], [-0.581, -2.229, -5.239], [-1.690, -2.878, -4.034]], "mulliken_charge": [1.17, -1.78, 1.58, -1.69, -0.31, -0.26, -0.52, -0.58, 0.50, 0.15, 0.53, 0.44, 0.37, 0.47, 0.33, -0.16, 0.37, -0.15, -0.19, 0.72, -0.57, -0.69, -0.51, 1.14, -0.57, -0.65, 0.75, -0.20, -0.19, -0.17, -1.14, 0.90, -1.19, -0.41, 0.10, -0.23, -0.76, -0.51, -0.73, -0.20, 0.45, 0.39, 0.26, 0.44, 0.37, 0.38, -0.10, 0.61, 0.42, 0.42, 0.42, 0.43, 0.39, -1.33, -0.79, 1.23, -0.51, -1.17, -0.45, -1.25, 0.40, 0.26, 0.36, 0.60, 0.67, 0.31, 0.55, 0.31, 0.44, 0.38, 0.64, 0.18, 0.35, 0.46, 0.29], "relative_energy_kcal_mol": 81.98, "molar_mass_g_mol": 974.52, "gap_ha": [0.259, 0.237], "multiplicity": 4, "charge": 2}



Record 3
{"formula": "C38H55NO14P", "method": "wB97M-V/def2-TZVPD", "elements": ["C", "C", "C", "C", "C", "C", "C", "C", "C", "C", "C", "N", "C", "C", "C", "C", "C", "O", "C", "C", "O", "P", "C", "C", "H", "H", "H", "H", "H", "H", "H", "H", "H", "H", "H", "H", "H", "H", "H", "H", "H", "H", "H", "H", "H", "H", "H", "H", "H", "H", "H", "H", "H", "H", "H", "H", "H", "H", "H", "H", "H", "H", "H", "H", "H", "H", "H", "C", "C", "C", "O", "C", "C", "C", "O", "O", "O", "H", "H", "H", "H", "C", "C", "C", "O", "C", "C", "C", "O", "O", "O", "H", "H", "H", "H", "C", "C", "C", "O", "C", "C", "C", "O", "O", "O", "H", "H", "H", "H"], "coordinates": [[2.428, 2.238, 1.988], [4.020, 2.441, 1.904], [4.572, 2.796, 0.441], [4.038, 1.833, -0.731], [5.039, 0.596, -0.930], [4.887, -0.193, -2.324], [3.402, -0.260, -2.913], [2.503, -1.455, -2.273], [1.128, -1.471, -3.103], [0.253, -2.802, -2.931], [0.113, -3.327, -1.426], [-0.783, -2.448, -0.557], [-2.234, -2.514, -0.943], [-3.048, -1.150, -0.699], [-4.102, -0.815, -1.900], [-5.633, -1.031, -1.479], [-6.344, 0.281, -0.873], [-7.696, 0.467, -1.438], [-8.250, 1.702, -0.943], [-9.399, 1.742, 0.191], [-7.852, 2.826, -1.354], [-0.474, -3.027, 1.147], [1.235, -2.481, 1.739], [-1.853, -2.484, 2.318], [2.176, 1.217, 1.510], [2.090, 2.192, 3.087], [1.839, 3.093, 1.481], [4.572, 1.527, 2.304], [4.314, 3.328, 2.586], [5.719, 2.646, 0.476], [4.423, 3.914, 0.152], [2.996, 1.396, -0.545], [4.014, 2.464, -1.693], [6.107, 1.042, -0.925], [4.972, -0.063, 0.007], [5.337, -1.245, -2.155], [5.564, 0.302, -3.112], [3.509, -0.550, -4.029], [2.828, 0.724, -2.903], [3.070, -2.460, -2.319], [2.312, -1.269, -1.151], [1.423, -1.422, -4.220], [0.572, -0.502, -2.868], [-0.765, -2.602, -3.422], [0.718, -3.669, -3.536], [1.099, -3.526, -0.891], [-0.431, -4.345, -1.482], [-0.486, -1.451, -0.647], [-2.401, -2.851, -2.019], [-2.722, -3.311, -0.264], [-3.685, -1.160, 0.257], [-2.369, -0.221, -0.602], [-3.988, 0.297, -2.192], [-3.884, -1.422, -2.844], [-6.212, -1.280, -2.449], [-5.820, -1.906, -0.771], [-6.514, 0.160, 0.265], [-5.769, 1.236, -1.122], [-8.999, 2.335, 1.096], [-10.340, 2.291, -0.167], [-9.684, 0.696, 0.554], [1.673, -1.697, 1.015], [1.919, -3.406, 1.662], [1.278, -2.120, 2.821], [-2.876, -2.466, 1.811], [-1.924, -3.296, 3.138], [-1.645, -1.495, 2.875], [3.677, 7.061, 1.342], [3.353, 7.726, 2.454], [1.937, 7.837, 2.908], [1.679, 8.435, 3.937], [0.898, 7.215, 2.079], [1.223, 6.554, 0.966], [2.641, 6.420, 0.528], [2.901, 5.792, -0.486], [0.270, 5.973, 0.185], [4.302, 8.329, 3.219], [4.700, 6.971, 1.003], [-0.127, 7.318, 2.409], [0.758, 5.560, -0.554], [3.817, 8.738, 3.962], [-10.091, -5.497, 0.299], [-8.959, -4.963, 0.760], [-8.544, -3.580, 0.390], [-7.510, -3.116, 0.846], [-9.406, -2.824, -0.524], [-10.537, -3.359, -0.989], [-10.966, -4.733, -0.597], [-12.013, -5.181, -1.026], [-11.345, -2.672, -1.839], [-8.135, -5.661, 1.591], [-10.404, -6.498, 0.561], [-9.084, -1.828, -0.799], [-12.095, -3.271, -2.027], [-7.390, -5.059, 1.783], [9.252, -0.644, 2.482], [10.543, -0.633, 2.142], [10.987, -0.997, 0.765], [12.171, -0.959, 0.485], [9.961, -1.397, -0.205], [8.672, -1.411, 0.137], [8.226, -1.020, 1.505], [7.036, -1.027, 1.776], [7.708, -1.781, -0.750], [11.506, -0.289, 3.037], [8.916, -0.380, 3.476], [10.297, -1.676, -1.194], [6.863, -1.706, -0.265], [12.351, -0.358, 2.550]], "mulliken_charge": [-0.48, -0.45, -0.27, -0.52, -0.25, -0.70, -0.65, 0.44, -0.69, -0.57, -0.86, 0.23, -1.23, -0.41, -0.76, -0.47, -0.55, -0.30, 0.63, -0.78, -0.53, 0.11, -0.49, -0.79, -0.11, 0.35, 0.11, 0.22, 0.30, 0.29, 0.03, 0.10, 0.28, 0.34, 0.13, 0.15, 0.33, 0.44, 0.25, 0.29, -0.45, 0.44, 0.22, 0.25, 0.39, 0.50, 0.31, 0.52, 0.44, 0.51, 0.24, 0.39, 0.37, 0.38, 0.32, 0.14, 0.27, 0.40, 0.27, 0.32, 0.22, -0.17, 0.32, 0.39, 0.19, 0.36, 0.32, -0.87, 0.37, 0.90, -0.60, -0.88, 0.33, 1.01, -0.65, -0.59, -0.57, 0.44, 0.42, 0.35, 0.36, -0.93, 0.36, 0.97, -0.65, -0.84, 0.24, 0.83, -0.59, -0.56, -0.56, 0.42, 0.64, 0.35, 0.33, -1.03, 0.39, 0.90, -0.59, -0.79, 0.29, 1.05, -0.59, -0.60, -0.56, 0.43, 0.44, 0.29, 0.35], "molar_mass_g_mol": 780.83, "gap_ha": 0.294, "charge": 1}



Record 4
{"formula": "C11H18BNO8", "method": "wB97M-V/def2-TZVPD", "elements": ["C", "B", "O", "C", "C", "C", "N", "C", "O", "H", "H", "H", "H", "H", "H", "H", "H", "H", "H", "O", "C", "O", "C", "C", "O", "H", "H", "H", "H", "O", "C", "O", "C", "C", "O", "H", "H", "H", "H"], "coordinates": [[2.226, -2.773, 1.281], [3.790, -2.808, 1.274], [4.469, -2.828, 2.489], [4.691, -2.830, -0.022], [5.298, -1.416, -0.146], [4.207, -0.646, -0.905], [3.536, -1.655, -1.740], [3.953, -2.931, -1.331], [3.812, -3.935, -1.983], [1.859, -2.076, 2.037], [1.865, -3.761, 1.573], [1.769, -2.502, 0.333], [4.450, -2.001, 2.969], [5.447, -3.610, 0.016], [6.233, -1.454, -0.698], [5.461, -0.940, 0.818], [4.636, 0.128, -1.537], [3.494, -0.172, -0.227], [2.531, -1.536, -1.732], [0.636, -0.856, -1.441], [-0.190, -0.276, -0.808], [-0.153, -0.121, 0.530], [-1.181, 0.809, 0.911], [-2.150, 0.703, -0.252], [-1.278, 0.311, -1.330], [-1.604, 0.518, 1.866], [-0.740, 1.802, 0.993], [-2.890, -0.083, -0.107], [-2.641, 1.638, -0.496], [-4.156, 2.347, 1.045], [-5.055, 2.877, 0.473], [-6.330, 2.445, 0.477], [-7.156, 3.450, -0.126], [-6.156, 4.203, -0.990], [-4.930, 3.992, -0.275], [-7.958, 2.978, -0.683], [-7.575, 4.073, 0.665], [-6.056, 3.769, -1.985], [-6.352, 5.267, -1.073]], "mulliken_charge": [-0.75, 0.20, -0.63, 0.33, -0.89, -0.36, -0.29, 0.06, -0.61, 0.24, 0.36, 0.15, 0.31, 0.45, 0.33, 0.27, 0.40, 0.13, 0.41, -0.53, 0.54, -0.27, -0.32, -0.01, -0.38, 0.29, 0.27, 0.23, 0.07, -0.54, 0.68, -0.31, -0.30, -0.28, -0.32, 0.29, 0.26, 0.25, 0.28], "relative_energy_kcal_mol": 0.00, "molar_mass_g_mol": 303.08, "gap_ha": 0.334, "charge": 0}